1.
Below is a structure of composition C51H29N12Sc, with properties calculated with ωB97M-V/def2-TZVPD.

Values from the calculation:
**LUMO level**: -0.0403 Eh
**HOMO energy**: -6.16 eV
**ΔE to the lowest compared entry with this formula, charge and spin**: 4.521 eV
**E_tot**: -3378.82701 hartree
**Gap between HOMO and LUMO**: 5.060 eV

Geometry as XYZ:
```
93
C51H29N12Sc (ωB97M-V/def2-TZVPD)
Sc 0.139 0.026 0.786
C -5.787 -0.094 -1.114
C -5.514 1.267 -0.665
C -4.466 1.520 0.133
C -3.574 0.467 0.546
C -2.572 0.628 1.453
N -1.732 -0.477 1.690
C -2.338 -1.607 1.303
N -1.857 -2.614 0.494
C -0.491 -2.940 0.415
C 0.044 -4.175 -0.015
C -0.537 -5.357 -0.505
C 0.296 -6.368 -0.908
C 1.704 -6.230 -0.828
C 2.289 -5.087 -0.347
C 1.453 -4.034 0.064
C 1.700 -2.728 0.569
N 2.901 -2.189 0.833
C 3.120 -1.010 1.300
N 2.167 0.002 1.624
C 2.811 1.010 2.209
N 2.309 2.146 2.739
C 1.013 2.345 2.786
N 0.030 1.582 2.278
C -1.205 2.214 2.497
N -2.356 1.844 2.098
C -0.942 3.476 3.221
C -1.789 4.468 3.681
C -1.208 5.550 4.330
C 0.172 5.630 4.513
C 1.017 4.628 4.051
C 0.430 3.557 3.405
C 4.250 0.746 2.241
C 5.313 1.498 2.723
C 6.583 0.962 2.596
C 6.775 -0.297 2.013
C 5.712 -1.049 1.544
C 4.438 -0.505 1.661
N 0.489 -2.097 0.746
C -3.778 -0.958 0.060
C -5.002 -1.120 -0.781
H -6.653 -0.266 -1.742
H -6.180 2.061 -0.975
H -4.265 2.517 0.503
H -1.614 -5.454 -0.560
H -0.119 -7.291 -1.292
H 2.326 -7.055 -1.154
H 3.365 -4.988 -0.284
H -2.859 4.395 3.539
H -1.836 6.348 4.705
H 0.587 6.488 5.027
H 2.089 4.672 4.187
H 5.140 2.464 3.178
H 7.442 1.514 2.954
H 7.781 -0.689 1.935
H 5.857 -2.028 1.106
H -5.202 -2.125 -1.138
C -0.474 4.187 -1.143
C -0.061 3.068 -0.403
N -0.528 1.854 -0.587
C -1.448 1.651 -1.575
C -1.941 2.724 -2.351
C -1.426 4.013 -2.104
C -2.921 2.484 -3.343
C -3.375 1.219 -3.559
C -2.859 0.143 -2.811
C -1.928 0.340 -1.830
N -1.384 -0.786 -1.084
C -0.530 -1.545 -2.007
C -1.019 -2.554 -2.794
C -0.193 -3.232 -3.705
C 1.119 -2.880 -3.847
C 1.656 -1.848 -3.052
C 3.007 -1.440 -3.146
C 3.471 -0.442 -2.345
C 2.597 0.112 -1.391
N 1.345 -0.253 -1.253
C 0.837 -1.193 -2.105
H -0.046 5.155 -0.927
H 0.678 3.192 0.380
H -1.795 4.849 -2.687
H -3.296 3.321 -3.918
H -4.128 1.026 -4.311
H -3.206 -0.862 -3.002
H -2.053 -2.847 -2.664
H -0.611 -4.038 -4.294
H 1.765 -3.390 -4.551
H 3.655 -1.932 -3.861
H 4.495 -0.100 -2.389
H 2.964 0.868 -0.705
N -3.777 -1.704 1.361
C -2.471 -1.673 -0.590
H -3.979 -2.683 1.166
```


2.
Below is a structure of composition C51H47BiCl3GeN5O2, with properties calculated with ωB97M-V/def2-TZVPD.

Values from the calculation:
**LUMO level**: 0.0169 Eh
**HOMO energy**: -6.64 eV
**ΔE to the lowest compared entry with this formula, charge and spin**: 0.000 eV
**E_tot**: -6067.98546 hartree
**Gap between HOMO and LUMO**: 7.097 eV

Geometry as XYZ:
```
110
C51H47BiCl3GeN5O2 (ωB97M-V/def2-TZVPD)
Bi -0.462 0.118 -0.291
C 1.362 -2.534 2.384
N 0.110 -1.775 2.200
C -0.090 -0.731 3.197
C 0.773 0.487 2.973
C 1.609 0.963 3.972
C 2.346 2.117 3.747
C 2.207 2.776 2.538
C 1.330 2.253 1.604
N 0.637 1.139 1.810
C -1.019 -2.680 2.013
C -2.358 -2.024 1.758
C -3.526 -2.758 1.940
C -4.748 -2.155 1.708
C -4.781 -0.830 1.292
C -3.577 -0.184 1.100
N -2.404 -0.761 1.336
C 2.505 -2.337 1.402
C 3.190 -3.440 0.902
C 4.276 -3.239 0.065
C 4.639 -1.944 -0.257
C 3.913 -0.908 0.307
N 2.876 -1.095 1.115
H 1.125 -3.601 2.393
H 1.777 -2.291 3.371
H 0.060 -1.118 4.218
H -1.114 -0.375 3.113
H 1.674 0.442 4.917
H 3.010 2.500 4.511
H 2.754 3.683 2.323
H 1.164 2.746 0.653
H -1.137 -3.360 2.874
H -0.818 -3.288 1.127
H -3.467 -3.791 2.258
H -5.667 -2.707 1.849
H -5.718 -0.324 1.109
H -3.502 0.837 0.729
H 2.894 -4.442 1.185
H 4.825 -4.082 -0.335
H 5.463 -1.739 -0.926
H 4.170 0.127 0.113
Cl 0.104 1.273 -3.709
C 1.490 2.377 -3.658
Cl 2.192 2.485 -2.041
H 1.162 3.368 -3.941
H 2.259 1.995 -4.320
Cl -8.269 -2.687 -3.152
C -6.595 -2.454 -2.753
C -5.755 -3.554 -2.674
C -4.428 -3.367 -2.321
C -3.940 -2.091 -2.072
C -4.792 -0.997 -2.179
C -6.125 -1.173 -2.510
C -2.519 -1.885 -1.603
O -1.915 -2.814 -1.059
O -2.075 -0.695 -1.773
H -6.137 -4.543 -2.888
H -3.756 -4.210 -2.235
H -4.390 -0.010 -1.996
H -6.791 -0.324 -2.581
C 2.600 -5.021 -4.794
C 2.194 -3.809 -4.005
C 1.333 -3.891 -2.920
C 1.011 -2.738 -2.215
N 1.496 -1.541 -2.522
C 2.314 -1.460 -3.567
C 2.691 -2.549 -4.331
H 2.075 -5.910 -4.449
H 3.673 -5.190 -4.691
H 2.386 -4.873 -5.853
H 0.910 -4.843 -2.625
H 0.321 -2.774 -1.380
H 2.694 -0.468 -3.792
H 3.367 -2.425 -5.168
C -1.569 1.862 -0.567
Ge -1.606 3.696 -0.069
C -1.499 4.149 1.852
C -1.532 3.193 2.862
C -1.578 3.570 4.197
C -1.602 4.913 4.542
C -1.578 5.879 3.545
C -1.530 5.496 2.213
C -3.416 4.315 -0.620
C -4.515 3.586 -0.166
C -5.800 3.862 -0.608
C -6.014 4.881 -1.526
C -4.939 5.641 -1.960
C -3.656 5.364 -1.504
C -0.328 4.892 -1.021
C 0.728 5.553 -0.400
C 1.576 6.384 -1.120
C 1.390 6.558 -2.483
C 0.352 5.894 -3.124
C -0.496 5.071 -2.394
H -2.297 1.675 -1.354
H -1.529 2.143 2.594
H -1.608 2.814 4.974
H -1.657 5.209 5.582
H -1.608 6.930 3.808
H -1.529 6.252 1.434
H -4.357 2.787 0.550
H -6.636 3.279 -0.240
H -7.011 5.084 -1.895
H -5.097 6.451 -2.662
H -2.831 5.974 -1.848
H 0.891 5.421 0.665
H 2.379 6.907 -0.615
H 2.051 7.206 -3.045
H 0.200 6.022 -4.189
H -1.303 4.551 -2.899
```